This record from the OMol25 dataset describes C33H32Ge2N3NiS7 as an isolated structure. The level of theory is ωB97M-V/def2-TZVPD.

## Properties
Largest force on an atom   0.0053 hartree/bohr
Charge   0
Multiplicity   4
Highest occupied orbital energy (alpha / beta)   -6.131 / -7.209 eV
<S²>   3.779
Frontier orbital gap (alpha / beta)   5.517 / 5.707 eV

Last column: Löwdin spin population.
Positions of all 78 atoms, in Å:
1 Ni 0.574 -1.133 0.606  1.604
2 C 2.662 -4.214 3.059  0.001
3 C 1.820 -3.578 2.137  0.008
4 N 1.938 -2.303 1.835  0.040
5 C 2.917 -1.586 2.421  0.002
6 C 3.793 -2.124 3.370  0.001
7 C 3.641 -3.485 3.683  -0.002
8 C 4.787 -1.277 3.967  0.000
9 C 4.886 0.024 3.624  0.001
10 C 4.010 0.599 2.642  0.001
11 C 4.066 1.948 2.249  -0.002
12 C 3.187 2.409 1.305  0.001
13 C 2.261 1.519 0.744  0.003
14 N 2.198 0.250 1.084  0.039
15 C 3.043 -0.205 2.032  0.003
16 H 2.524 -5.265 3.269  0.000
17 H 1.027 -4.117 1.633  0.003
18 H 4.300 -3.945 4.409  0.000
19 H 5.454 -1.706 4.705  0.000
20 H 5.633 0.660 4.082  0.000
21 H 4.797 2.608 2.700  0.000
22 H 3.190 3.441 0.983  0.000
23 H 1.546 1.857 0.005  0.002
24 S -3.484 -6.187 -2.616  0.103
25 C -2.489 -5.152 -1.841  0.008
26 S -2.808 -4.534 -0.253  0.005
27 C -1.409 -3.513 -0.097  0.155
28 C -0.501 -3.567 -1.161  0.139
29 S 0.987 -2.786 -1.218  0.343
30 S -0.997 -4.569 -2.502  -0.002
31 S -1.244 -2.531 1.261  0.296
32 C 3.100 1.067 -2.376  0.000
33 Ge 1.305 0.603 -3.069  0.015
34 C 1.637 -0.984 -4.194  0.007
35 C 0.854 2.047 -4.346  0.006
36 Ge -0.365 0.237 -1.281  0.088
37 C -1.928 -0.492 -2.268  0.011
38 C -3.036 -0.996 -1.584  0.003
39 C -4.127 -1.532 -2.258  0.000
40 C -4.130 -1.591 -3.644  0.002
41 C -3.046 -1.086 -4.346  0.001
42 C -1.967 -0.540 -3.663  0.004
43 C -0.985 2.089 -0.833  0.027
44 C -0.218 3.227 -1.080  0.008
45 C -0.645 4.499 -0.713  0.000
46 C -1.876 4.666 -0.103  0.006
47 C -2.669 3.550 0.135  0.000
48 C -2.223 2.282 -0.215  0.007
49 H 3.820 1.016 -3.196  0.000
50 H 3.419 0.369 -1.600  0.000
51 H 3.131 2.078 -1.967  0.000
52 H 2.338 -0.701 -4.983  0.001
53 H 0.726 -1.358 -4.660  0.000
54 H 2.073 -1.797 -3.614  0.002
55 H 1.428 1.899 -5.264  0.001
56 H 1.104 3.030 -3.947  0.000
57 H -0.207 2.049 -4.597  0.000
58 H -3.046 -0.987 -0.500  0.002
59 H -4.968 -1.922 -1.698  0.000
60 H -4.969 -2.028 -4.170  0.000
61 H -3.040 -1.115 -5.429  0.000
62 H -1.144 -0.137 -4.240  0.001
63 H 0.737 3.132 -1.587  0.000
64 H -0.023 5.360 -0.927  0.000
65 H -2.225 5.655 0.166  0.000
66 H -3.647 3.677 0.583  0.000
67 H -2.860 1.428 -0.023  0.001
68 S -0.255 0.504 2.741  0.031
69 C -1.835 0.825 3.123  0.009
70 N -2.236 1.964 3.695  0.006
71 C -3.603 2.034 4.182  0.001
72 C -4.384 1.070 3.301  0.001
73 S -3.199 -0.241 2.867  0.006
74 H -1.537 2.650 3.934  0.000
75 H -3.981 3.053 4.096  0.000
76 H -3.647 1.728 5.231  0.000
77 H -4.725 1.547 2.385  0.000
78 H -5.236 0.635 3.819  0.000


This record from the OMol25 dataset describes a 2-piece molecular cluster, C33H32N3S overall at a distorted geometry. The level of theory is ωB97M-V/def2-TZVPD.

## Properties
Largest force on an atom   0.0326 hartree/bohr
Charge   +1
Multiplicity   1
Highest occupied orbital energy   -10.072 eV
Frontier orbital gap   5.777 eV

Last column: Mulliken charge in e.
Positions of all 69 atoms, in Å:
1 C 2.389 2.610 -3.465  -1.683
2 C 2.197 1.595 -2.338  0.653
3 C 2.876 0.273 -2.699  -1.388
4 C 0.710 1.414 -1.987  0.590
5 C 0.059 2.761 -1.739  -2.260
6 N -1.304 2.580 -1.229  0.298
7 C -2.266 3.598 -1.259  0.436
8 C -3.463 3.198 -0.668  0.623
9 C -4.543 4.083 -0.648  -0.537
10 C -4.410 5.345 -1.249  -0.613
11 C -3.207 5.722 -1.860  -0.752
12 C -2.110 4.848 -1.857  -0.805
13 S -3.353 1.561 -0.047  -0.260
14 C -1.683 1.425 -0.602  0.100
15 N -0.923 0.399 -0.391  0.316
16 C 0.473 0.450 -0.821  -1.050
17 C 1.384 0.688 0.371  0.519
18 C 2.297 -0.304 0.739  -0.154
19 C 3.263 -0.028 1.710  -1.063
20 C 3.299 1.227 2.325  -0.588
21 C 2.334 2.184 2.011  -1.009
22 C 1.340 1.896 1.065  -0.056
23 H 1.807 2.327 -4.351  0.367
24 H 2.091 3.620 -3.165  0.360
25 H 3.442 2.653 -3.761  0.465
26 H 2.685 1.993 -1.432  0.141
27 H 2.344 -0.235 -3.513  0.357
28 H 3.897 0.468 -3.043  0.460
29 H 2.941 -0.411 -1.848  0.163
30 H 0.209 0.974 -2.867  0.669
31 H 0.648 3.375 -1.034  0.338
32 H -0.018 3.335 -2.669  0.978
33 H -5.465 3.768 -0.169  0.405
34 H -5.252 6.038 -1.241  0.378
35 H -3.117 6.697 -2.343  0.384
36 H -1.160 5.123 -2.313  0.396
37 H 0.679 -0.564 -1.181  0.492
38 H 2.249 -1.284 0.250  0.458
39 H 3.997 -0.794 1.959  0.442
40 H 4.080 1.458 3.052  0.415
41 H 2.343 3.168 2.484  0.441
42 H 0.534 2.610 0.865  0.477
43 C 0.758 -5.090 2.862  -1.196
44 N 0.108 -4.073 2.028  0.143
45 C -0.330 -2.921 2.665  0.545
46 C -0.217 -2.756 4.055  -0.813
47 C -0.764 -1.635 4.681  -0.731
48 C -1.428 -0.635 3.938  -0.925
49 C -1.525 -0.759 2.566  -0.298
50 C -1.011 -1.899 1.907  1.641
51 C -1.223 -2.101 0.551  -0.580
52 C -0.840 -3.290 -0.069  1.406
53 C -0.135 -4.299 0.680  0.998
54 C 0.187 -5.502 0.019  -1.264
55 C -0.182 -5.707 -1.313  -0.719
56 C -0.902 -4.728 -2.026  -0.849
57 C -1.212 -3.529 -1.412  -0.545
58 H 1.103 -5.932 2.264  0.258
59 H 1.630 -4.663 3.373  0.402
60 H 0.063 -5.473 3.621  0.419
61 H 0.263 -3.528 4.658  0.469
62 H -0.691 -1.534 5.763  0.424
63 H -1.883 0.220 4.442  0.441
64 H -2.023 -0.009 1.950  0.056
65 H -1.812 -1.387 -0.010  0.266
66 H 0.700 -6.311 0.540  0.263
67 H 0.078 -6.641 -1.807  0.419
68 H -1.231 -4.914 -3.049  0.403
69 H -1.774 -2.747 -1.919  0.461


This record from the OMol25 dataset describes C33H32N4OPS2Se2Ti as an isolated structure at a distorted geometry. The level of theory is ωB97M-V/def2-TZVPD.

## Properties
Largest force on an atom   0.0480 hartree/bohr
Charge   0
Multiplicity   2
Highest occupied orbital energy (alpha / beta)   -7.409 / -7.774 eV
<S²>   0.761
Frontier orbital gap (alpha / beta)   7.338 / 6.539 eV

Last column: Löwdin spin population.
Positions of all 76 atoms, in Å:
1 Ti 0.333 -0.130 -0.676  0.583
2 C -2.173 -0.405 1.570  0.014
3 C -1.403 -1.106 0.489  0.071
4 N -0.120 -1.406 0.764  0.107
5 N 0.355 -2.592 0.246  0.064
6 C 1.565 -2.593 -0.188  0.037
7 S 2.553 -1.161 -0.200  0.039
8 S 2.224 -4.064 -0.857  0.015
9 C 0.758 -5.169 -0.985  0.001
10 C 0.505 -5.978 0.257  0.001
11 C 1.292 -7.097 0.520  0.000
12 C 1.089 -7.852 1.663  0.000
13 C 0.089 -7.500 2.558  0.000
14 C -0.706 -6.394 2.298  0.000
15 C -0.504 -5.638 1.153  0.000
16 C -2.099 -1.817 -0.597  0.006
17 C -3.338 -2.439 -0.482  0.012
18 C -3.849 -3.181 -1.534  -0.002
19 C -3.126 -3.309 -2.713  0.015
20 C -1.902 -2.676 -2.860  -0.003
21 C -1.398 -1.906 -1.819  0.014
22 O -0.263 -1.204 -1.953  -0.006
23 H -1.496 0.158 2.209  0.001
24 H -2.658 -1.167 2.189  0.004
25 H -2.939 0.253 1.166  0.000
26 H 1.026 -5.820 -1.816  0.000
27 H -0.093 -4.552 -1.261  0.000
28 H 2.080 -7.363 -0.177  0.000
29 H 1.712 -8.717 1.854  0.000
30 H -0.065 -8.085 3.456  0.000
31 H -1.489 -6.118 2.994  0.000
32 H -1.117 -4.771 0.954  0.000
33 H -3.885 -2.372 0.450  0.001
34 H -4.805 -3.677 -1.428  0.000
35 H -3.518 -3.907 -3.527  0.001
36 H -1.321 -2.761 -3.770  0.000
37 Se -0.933 1.995 -0.174  0.005
38 P 0.419 3.649 0.471  0.003
39 Se 2.066 4.342 -0.652  0.009
40 C -0.800 4.972 0.756  0.000
41 C -1.701 4.845 1.811  0.000
42 C -2.638 5.839 2.041  0.000
43 C -2.685 6.951 1.211  0.000
44 C -1.791 7.073 0.157  0.000
45 C -0.844 6.085 -0.072  0.000
46 C 1.002 3.233 2.148  0.000
47 C 1.406 4.297 2.954  0.000
48 C 1.889 4.054 4.228  0.000
49 C 1.965 2.751 4.705  0.000
50 C 1.596 1.692 3.891  0.000
51 C 1.124 1.929 2.607  0.000
52 H -1.658 3.965 2.442  0.000
53 H -3.327 5.746 2.871  0.000
54 H -3.418 7.728 1.388  0.000
55 H -1.822 7.941 -0.488  0.000
56 H -0.130 6.172 -0.882  0.000
57 H 1.339 5.307 2.569  0.000
58 H 2.210 4.881 4.848  0.000
59 H 2.323 2.564 5.709  0.000
60 H 1.673 0.675 4.254  0.000
61 H 0.853 1.099 1.966  0.000
62 C 4.426 2.358 -3.428  0.000
63 C 3.049 1.825 -3.265  0.002
64 C 1.930 1.900 -4.069  0.000
65 C 0.889 1.314 -3.342  0.002
66 N 1.348 0.898 -2.151  -0.001
67 N 2.657 1.217 -2.141  0.002
68 C -0.518 1.122 -3.795  0.001
69 H 4.646 2.545 -4.476  0.000
70 H 5.169 1.673 -3.020  0.000
71 H 4.507 3.301 -2.883  0.000
72 H 1.866 2.330 -5.054  0.000
73 H 3.221 1.043 -1.331  0.000
74 H -0.751 1.847 -4.572  0.000
75 H -1.226 1.240 -2.978  0.000
76 H -0.641 0.119 -4.206  0.000


Energy above the lowest of the compared OMol25 structures with the same formula, charge and spin per entry: 0.275, 0.000, 2.077 eV
Molecular weight per entry: 899.02, 502.71, 801.54 g mol⁻¹
Total energy per entry: -269134.5527, -50041.4034, -227518.4745 eV